{
  "formula": "C4H6S2",
  "method": "wB97M-V/def2-TZVPD",
  "e_above_lowest_kj_mol": 208.2,
  "smiles": "C1SC[C@@H]2S[C@@H]12",
  "charge": 0,
  "e_homo_ev": -9.0,
  "orbital_gap_ev": 9.487,
  "elements": ["C", "S", "C", "C", "S", "C", "H", "H", "H", "H", "H", "H"],
  "positions_angstrom": [[0.293, 0.926, -1.129], [0.146, 1.631, 0.598], [-0.234, -0.023, 1.447], [-0.593, -0.902, 0.191], [0.103, -2.270, -0.804], [0.489, -0.533, -0.686], [1.104, 1.357, -1.638], [-0.624, 1.096, -1.729], [-1.116, 0.190, 2.057], [0.594, -0.298, 2.108], [-1.600, -0.729, -0.261], [1.439, -0.445, -0.153]],
  "forces_ev_per_angstrom": [[-2.0111, -1.1900, -0.0097], [-0.1204, -0.3533, -0.2497], [-1.2670, -0.0740, -0.3435], [-0.5504, 0.5593, 1.2066], [-0.1710, -0.1277, 0.0389], [1.6766, 1.4520, -1.0618], [1.2435, 0.5378, -0.4598], [0.3766, -0.0646, 0.4918], [0.1454, -0.2123, 0.0176], [-0.0940, -0.2947, -0.5476], [0.8937, 0.2712, 0.8312], [-0.1218, -0.5037, 0.0860]],
  "nbo_charge": [-0.484, 0.129, -0.492, -0.337, 0.210, -0.356, 0.223, 0.214, 0.225, 0.231, 0.229, 0.207]
}